{
  "formula": "C6H16NP",
  "method": "ωB97M-V with the def2-TZVPD basis set",
  "elements": ["C", "C", "C", "C", "C", "C", "N", "P", "H", "H", "H", "H", "H", "H", "H", "H", "H", "H", "H", "H", "H", "H", "H", "H"],
  "coordinates": [[-1.1797, 1.0415, -1.5529], [2.4163, -0.9211, 0.3889], [-0.8794, -2.3925, -0.6943], [-1.8985, 1.9627, 1.1788], [1.9639, 0.3992, -0.1661], [0.7644, 1.1361, 0.4800], [-0.8924, -1.7909, 0.6161], [-0.9322, 0.8647, 0.0967], [-0.4174, 0.5744, -2.1601], [-2.0526, 0.7375, -1.9876], [3.0238, -0.9428, 1.2639], [1.5612, -1.4764, 0.7006], [3.0672, -1.4072, -0.3717], [-1.6309, -2.9904, -1.0934], [-0.7038, -1.5298, -1.4210], [0.0248, -2.9198, -0.7482], [-2.0039, 1.6964, 2.1999], [-1.5229, 3.0388, 1.0643], [-2.9317, 1.9780, 0.7303], [1.6998, 0.1204, -1.1639], [2.7887, 1.0594, -0.2267], [0.8264, 1.2191, 1.5724], [0.7224, 2.2551, 0.2858], [-1.8135, -1.7125, 1.0083]],
  "forces_ev_per_a": [[1.8169, 0.5981, -0.3467], [0.6027, -0.5334, -0.1418], [1.3692, 2.8948, -0.1916], [-0.5508, 2.5002, -2.3412], [-1.1814, 0.0898, 0.2021], [1.0750, 2.4414, 0.8908], [0.3318, -1.0130, -0.1457], [-1.4212, -1.6975, 1.2857], [0.7111, 0.3005, 0.0311], [-2.7302, -0.2363, -0.7412], [0.6138, 0.7672, 0.9106], [-0.6424, -0.9429, -0.3738], [-0.8118, -0.0838, 0.3624], [-1.8942, -0.9363, -0.1524], [-0.3656, -1.0818, 0.6742], [1.4411, -1.0498, -0.2042], [0.3045, -0.4775, 0.8449], [-0.4494, -1.1678, 0.4383], [0.9148, -0.0645, 0.4120], [-0.3382, 0.3967, -0.9640], [0.7852, 0.8828, -0.1374], [0.0960, -0.6980, 0.0344], [1.0744, -0.8442, -0.3626], [-0.7514, -0.0449, 0.0158]],
  "spin_multiplicity": 3,
  "e_homo_ev": [-5.856, -8.357],
  "e_tot_ev": -17254.8170,
  "lumo_energy_ev": [1.110, -0.809]
}

{
  "formula": "C28H24IN3O2SV",
  "method": "ωB97M-V with the def2-TZVPD basis set",
  "elements": ["V", "C", "C", "C", "C", "C", "C", "C", "S", "O", "O", "N", "C", "C", "C", "C", "C", "N", "H", "H", "H", "H", "H", "H", "H", "H", "H", "H", "H", "I", "C", "C", "C", "C", "C", "C", "C", "C", "C", "C", "H", "H", "H", "H", "H", "H", "C", "C", "C", "C", "N", "C", "C", "H", "H", "H", "H", "H", "H", "H"],
  "coordinates": [[-0.7097, -0.1750, -0.1452], [4.0714, -2.9274, 5.7857], [2.9082, -2.5040, 4.9352], [2.9712, -2.5967, 3.5455], [1.9105, -2.1895, 2.7552], [0.7693, -1.6868, 3.3662], [0.6758, -1.5901, 4.7486], [1.7478, -2.0003, 5.5214], [-0.5665, -1.0808, 2.4101], [-1.7979, -1.2559, 3.1014], [-0.4807, -1.7924, 1.0779], [-0.3218, 0.4377, 2.0199], [0.9796, 0.7612, 1.6206], [1.9691, 1.2899, 2.4408], [3.1853, 1.6048, 1.8675], [3.3934, 1.3999, 0.5029], [2.3637, 0.8837, -0.2497], [1.1879, 0.5705, 0.3080], [4.6765, -3.6805, 5.2836], [3.7355, -3.3324, 6.7391], [4.7155, -2.0722, 6.0005], [3.8589, -3.0053, 3.0789], [1.9585, -2.2800, 1.6781], [-0.2315, -1.2148, 5.2033], [1.6784, -1.9409, 6.6004], [1.7634, 1.4412, 3.4907], [3.9784, 2.0180, 2.4766], [4.3359, 1.6465, 0.0370], [2.4550, 0.7150, -1.3155], [-3.1575, -1.5311, -0.6387], [-3.9527, 0.2512, -1.3759], [-5.1475, 0.2474, -2.0328], [-5.6910, 1.4724, -2.4703], [-5.0278, 2.6399, -2.2248], [-3.7887, 2.6458, -1.5407], [-3.1048, 3.8602, -1.2763], [-1.9230, 3.8557, -0.6004], [-1.3590, 2.6311, -0.1712], [-1.9526, 1.4153, -0.4219], [-3.2134, 1.4250, -1.1015], [-5.6821, -0.6758, -2.2103], [-6.6395, 1.4751, -2.9897], [-5.4452, 3.5860, -2.5465], [-3.5496, 4.7899, -1.6091], [-1.4127, 4.7850, -0.3831], [-0.4240, 2.6783, 0.3763], [0.7767, -1.0970, -6.3319], [0.4384, -0.8660, -4.8922], [0.8161, -1.7605, -3.8940], [0.4635, -1.5140, -2.5850], [-0.2387, -0.4348, -2.2076], [-0.5999, 0.4374, -3.1614], [-0.2824, 0.2561, -4.4909], [1.4215, -1.9637, -6.4580], [1.2756, -0.2245, -6.7542], [-0.1349, -1.2603, -6.9089], [1.3780, -2.6535, -4.1317], [0.7445, -2.2111, -1.8025], [-1.1626, 1.3023, -2.8372], [-0.6055, 0.9949, -5.2122]],
  "forces_ev_per_a": [[-0.0214, 0.2741, -0.0513], [-0.0023, 0.0005, 0.0014], [0.0076, -0.0042, -0.0127], [-0.0084, 0.0060, 0.0215], [0.0074, -0.0084, -0.0161], [-0.0111, -0.0086, -0.0247], [-0.0076, 0.0079, 0.0055], [-0.0131, 0.0060, 0.0072], [0.0277, -0.1512, 0.1715], [0.0097, 0.0095, -0.0030], [0.1264, -0.0883, -0.0011], [-0.0281, -0.0885, -0.0962], [0.0675, 0.0488, 0.0018], [-0.0197, -0.0098, 0.0210], [0.0057, -0.0031, -0.0262], [0.0035, 0.0035, 0.0141], [-0.0070, 0.0270, -0.0082], [0.0479, 0.0142, 0.0723], [-0.0002, 0.0006, -0.0017], [-0.0005, -0.0007, -0.0004], [-0.0001, -0.0004, 0.0005], [-0.0004, 0.0005, -0.0026], [-0.0074, 0.0021, 0.0000], [0.0041, -0.0028, 0.0045], [0.0011, -0.0004, -0.0006], [0.0061, 0.0053, -0.0003], [-0.0020, -0.0007, 0.0055], [0.0000, -0.0001, -0.0006], [0.0001, 0.0007, 0.0003], [-0.0467, -0.0159, 0.0129], [-0.0546, -0.0075, -0.0241], [0.0186, -0.0252, 0.0159], [0.0182, 0.0479, 0.0031], [-0.0294, -0.0242, -0.0117], [0.0190, -0.0142, 0.0106], [0.0024, -0.0003, 0.0018], [0.0009, 0.0004, -0.0020], [0.0327, -0.0329, 0.0148], [-0.1861, 0.0865, -0.0527], [0.0360, 0.0905, -0.0011], [0.0009, 0.0001, -0.0012], [0.0003, 0.0033, -0.0012], [-0.0054, -0.0032, -0.0035], [-0.0006, 0.0002, -0.0002], [-0.0021, 0.0009, 0.0002], [-0.0055, 0.0221, -0.0024], [0.0006, -0.0014, -0.0029], [-0.0083, 0.0040, 0.0357], [0.0025, -0.0045, -0.0294], [-0.0126, -0.0248, 0.0753], [0.0577, -0.1741, -0.1121], [-0.0140, 0.0387, -0.0520], [0.0082, -0.0111, 0.0150], [0.0015, 0.0012, -0.0016], [0.0006, 0.0007, -0.0001], [0.0009, -0.0019, -0.0001], [-0.0004, 0.0028, -0.0101], [-0.0264, 0.0174, 0.0290], [0.0017, -0.0097, 0.0211], [0.0039, -0.0053, -0.0084]],
  "spin_multiplicity": 3,
  "e_homo_ev": [-10.602, -10.733],
  "e_tot_ev": -82610.2241,
  "charge": 1,
  "lumo_energy_ev": [-3.156, -2.778]
}

{
  "formula": "C6H6N2S2",
  "method": "ωB97M-V with the def2-TZVPD basis set",
  "elements": ["C", "C", "C", "C", "C", "C", "N", "N", "S", "S", "H", "H", "H", "H", "H", "H"],
  "coordinates": [[-0.3089, -0.3598, -0.7731], [1.9240, 0.1839, -0.0373], [-1.6200, 1.7104, -0.1253], [-2.3512, 0.3487, -1.8097], [-3.3321, 1.3001, -1.8107], [2.8164, 0.1076, 1.0448], [0.7985, -0.0925, -0.2876], [-1.3915, 0.6169, -0.8608], [-3.0281, 2.4613, -0.5687], [1.9919, -0.6245, 2.6908], [-0.5630, -1.3580, -1.2572], [-2.2244, -0.5149, -2.4039], [-4.1019, 1.4896, -2.4889], [3.6304, -0.6446, 0.9641], [3.2083, 1.1467, 1.0941], [1.7563, 0.6144, 2.9927]],
  "forces_ev_per_a": [[-3.0601, -0.9554, -1.1735], [1.4278, -0.0493, -1.3787], [2.1955, 0.0369, 1.9104], [-1.5010, 1.5108, -0.0952], [1.1486, -0.7388, 0.2315], [0.4961, -0.8763, 2.0888], [-0.1344, 0.0570, 0.0779], [-0.1509, -0.3177, 0.1222], [0.2372, -0.5857, -0.6463], [0.9307, 0.2335, -1.2432], [0.5980, 1.5217, 0.8518], [-0.1701, -0.5599, -0.7486], [-1.1118, -0.3756, -0.9625], [-0.4140, 0.9266, -0.7414], [0.1235, -0.8201, 0.8871], [-0.6149, 0.9925, 0.8199]],
  "e_homo_ev": -7.656,
  "e_tot_ev": -30964.7916,
  "lumo_energy_ev": 0.412
}